1.
C21H59BrINO19P2SSi2 as an isolated structure in a non-equilibrium geometry, computed with wB97M-V/def2-TZVPD.

Calculated values
HOMO-LUMO gap = 8.7 eV
E = -6851.44412 Ha

Element x y z (Å)
O (0.61302, 5.47999, 0.91265)
N (0.73979, 4.34960, 0.66846)
O (1.74709, 4.12935, -0.26388)
C (1.59754, 2.85252, -0.89125)
Si (0.31260, 1.69284, -0.12150)
C (0.88255, 1.33416, 1.65494)
C (0.06224, 2.03751, 2.69109)
O (-1.10195, 2.14149, 2.70123)
I (1.19033, 2.88926, 4.36121)
O (-1.26240, 2.22839, -0.12534)
Si (-2.04717, 2.86110, -1.42569)
S (-1.93911, 1.59281, -3.13277)
Br (-1.37538, 4.91265, -2.01151)
C (-3.83732, 3.01975, -0.87135)
O (-4.34662, 1.69582, -0.86220)
C (-5.12594, 1.36540, 0.22819)
C (-4.58671, 1.39355, 1.50477)
C (-5.39240, 1.06517, 2.58211)
C (-6.72029, 0.70235, 2.37772)
C (-7.24450, 0.64480, 1.09615)
C (-6.43976, 0.97990, 0.01765)
P (0.60149, -0.25768, -1.17960)
P (-1.13624, -1.48217, -0.76890)
O (-1.76757, -1.95130, -2.00688)
O (-2.12390, -0.65822, 0.17339)
O (-0.58906, -2.73466, 0.07998)
H (2.55491, 2.34081, -0.78279)
H (1.42389, 2.94837, -1.96273)
H (1.92502, 1.62652, 1.73478)
H (0.82089, 0.26418, 1.84243)
H (-2.99454, 2.02181, -3.83534)
H (-3.80513, 3.48009, 0.11668)
H (-4.38043, 3.69108, -1.53860)
H (-3.55847, 1.69691, 1.63222)
H (-4.96557, 1.10848, 3.57252)
H (-7.31758, 0.47585, 3.24655)
H (-8.27174, 0.35164, 0.97322)
H (-6.83740, 0.94199, -0.98331)
H (0.63163, -0.03759, -2.56455)
H (-2.67805, -1.27608, 0.67113)
H (-1.19365, -3.47988, -0.04628)
C (-4.06228, -2.47688, 4.14665)
O (-5.26939, -2.46645, 3.38410)
H (-4.06222, -3.36416, 4.77274)
H (-3.19202, -2.50627, 3.49344)
H (-4.00649, -1.59018, 4.78485)
H (-5.25026, -1.67602, 2.83689)
C (5.23133, -0.13857, -0.60479)
O (4.61008, 1.13447, -0.38817)
H (4.83628, -0.84327, 0.12296)
H (5.00767, -0.49516, -1.60996)
H (6.31375, -0.06178, -0.47376)
H (4.97221, 1.73873, -1.04257)
C (3.96911, -0.49587, -4.96990)
O (3.78807, -0.16777, -3.59084)
H (4.99634, -0.27747, -5.24895)
H (3.76028, -1.55485, -5.11111)
H (3.29496, 0.08581, -5.60480)
H (2.88179, -0.40020, -3.37662)
C (3.20815, -3.46755, -0.27744)
O (2.10266, -4.33446, -0.49051)
H (4.12181, -4.05485, -0.27422)
H (3.26117, -2.72739, -1.08136)
H (3.10385, -2.96296, 0.68943)
H (1.31963, -3.77601, -0.49613)
C (6.35193, -5.72407, 0.30698)
O (6.97775, -4.48433, -0.01662)
H (5.55203, -5.89087, -0.40917)
H (7.06749, -6.54733, 0.23898)
H (5.92897, -5.68446, 1.31413)
H (7.68405, -4.33802, 0.61720)
C (5.71154, 2.25285, 2.50705)
O (5.02381, 3.42573, 2.93062)
H (6.54765, 2.08697, 3.18211)
H (5.04432, 1.38762, 2.54004)
H (6.08758, 2.38076, 1.49084)
H (4.28778, 3.56000, 2.32794)
C (3.89568, -4.36767, -7.21289)
O (3.32174, -3.12939, -6.79666)
H (4.75854, -4.56036, -6.58147)
H (3.18045, -5.18627, -7.09859)
H (4.22050, -4.31546, -8.25459)
H (2.56173, -2.96361, -7.36130)
C (0.87925, -3.40880, -4.55761)
O (0.81719, -2.86274, -3.23973)
H (1.90638, -3.33376, -4.89865)
H (0.57231, -4.45851, -4.56186)
H (0.23706, -2.83488, -5.23369)
H (-0.09554, -2.91547, -2.93629)
C (-10.10214, 1.78866, 3.59814)
O (-10.19061, 0.71661, 2.66326)
H (-9.91979, 2.70109, 3.03699)
H (-11.03446, 1.89529, 4.15812)
H (-9.27674, 1.63206, 4.29762)
H (-10.35191, -0.09010, 3.15970)
C (1.30013, 9.24648, 1.66540)
O (1.38123, 8.59476, 0.40413)
H (1.49825, 10.30344, 1.50607)
H (0.30325, 9.13445, 2.10105)
H (2.04361, 8.84763, 2.36117)
H (1.20619, 7.66106, 0.55065)
C (-0.26984, -4.02515, 3.85685)
O (-0.96554, -2.88775, 4.36097)
H (-0.38063, -4.82692, 4.58143)
H (-0.69172, -4.35057, 2.90128)
H (0.79308, -3.80857, 3.72624)
H (-0.86314, -2.17980, 3.71956)

Forces on atoms 1 to 2 (eV/Å):
0.2 0.1 0.3
-0.2 -0.2 -0.3

Here are the Mulliken charges for atoms 1 to 6, given in e: atom 1 (O): -0.323, atom 2 (N): 0.137, atom 3 (O): -0.323, atom 4 (C): 0.039, atom 5 (Si): -0.486, atom 6 (C): -0.189

---

2.
A 6-piece molecular cluster, C21H59N5O6 overall in a non-equilibrium geometry, computed with wB97M-V/def2-TZVPD.

Calculated values
HOMO-LUMO gap = 9.1 eV
E = -1560.55232 Ha
SMILES = COC[C@H](C)N.COC[C@H](C)N.COC[C@H](C)N.COC[C@H](C)N.COC[C@H](C)N.CO

Element x y z (Å)
C (5.38081, -14.52491, -15.51174)
O (5.58285, -13.64649, -14.39225)
C (6.99189, -13.54056, -14.04296)
C (7.60778, -14.87270, -13.49386)
C (7.20132, -15.26026, -12.10892)
N (9.04530, -14.71270, -13.41669)
H (4.41794, -14.25171, -15.94344)
H (5.28050, -15.56789, -15.21135)
H (6.13645, -14.44130, -16.29284)
H (7.56406, -13.24556, -14.92257)
H (7.12077, -12.75739, -13.29589)
H (7.35593, -15.64654, -14.21902)
H (7.58562, -16.21136, -11.74041)
H (6.15757, -15.57428, -12.11663)
H (7.36885, -14.50241, -11.34360)
H (9.46429, -14.71561, -14.33567)
H (9.39833, -15.54823, -12.97244)
C (-0.80519, -10.05146, -19.62343)
O (-0.34711, -11.03714, -18.74689)
C (0.84933, -11.66259, -19.10412)
C (1.12345, -12.86952, -18.14797)
C (2.31249, -13.65017, -18.51772)
N (-0.03167, -13.75490, -17.98115)
H (-1.23596, -10.51464, -20.51111)
H (-0.05989, -9.31114, -19.91420)
H (-1.67358, -9.60418, -19.13977)
H (0.85818, -11.97069, -20.14964)
H (1.59647, -10.87823, -18.98310)
H (1.34356, -12.49606, -17.14788)
H (2.22386, -14.07470, -19.51772)
H (2.39390, -14.49407, -17.83266)
H (3.25413, -13.10386, -18.57192)
H (-0.27344, -13.88524, -18.95309)
H (-0.73121, -13.06414, -17.74961)
C (9.54188, -12.76381, -24.04175)
O (9.38404, -12.19425, -22.78593)
C (9.38544, -13.08204, -21.68886)
C (8.88883, -12.39089, -20.43441)
C (7.42963, -11.92610, -20.58645)
N (9.62704, -11.16490, -20.07322)
H (9.47481, -11.95464, -24.76898)
H (8.71931, -13.42816, -24.30654)
H (10.49756, -13.28255, -24.11710)
H (8.77245, -13.96056, -21.89020)
H (10.40654, -13.40732, -21.48973)
H (8.88592, -13.13549, -19.63838)
H (6.91794, -11.73972, -19.64224)
H (6.86734, -12.77167, -20.98262)
H (7.19552, -11.17538, -21.34123)
H (10.58838, -11.35272, -19.82698)
H (9.59046, -10.56134, -20.88223)
C (10.15666, -18.22344, -19.32008)
O (10.17551, -17.48623, -18.14105)
C (10.66745, -16.18289, -18.48634)
C (10.38294, -15.21992, -17.25709)
C (11.22567, -15.54496, -16.09649)
N (9.01811, -15.31876, -16.85965)
H (11.13008, -18.41853, -19.77009)
H (9.47956, -17.96186, -20.13323)
H (9.89784, -19.24531, -19.04282)
H (11.72963, -16.15174, -18.72903)
H (10.12274, -15.76949, -19.33515)
H (10.61084, -14.19164, -17.53784)
H (10.87456, -16.42160, -15.55213)
H (11.32116, -14.70958, -15.40284)
H (12.27620, -15.73931, -16.31259)
H (8.50916, -14.67861, -17.45234)
H (8.86761, -16.29756, -17.05811)
C (2.05742, -19.01235, -23.68038)
O (2.78343, -17.93348, -23.13282)
C (3.93980, -18.32516, -22.44480)
C (4.74151, -17.23361, -21.77312)
C (5.44839, -16.24441, -22.72651)
N (5.73619, -17.65791, -20.80585)
H (1.07548, -18.69480, -24.03116)
H (1.88088, -19.85410, -23.01075)
H (2.65172, -19.36641, -24.52274)
H (3.76750, -19.09930, -21.69706)
H (4.57068, -18.86697, -23.14946)
H (4.03722, -16.73411, -21.10787)
H (6.09728, -15.56734, -22.17096)
H (4.81589, -15.64582, -23.38206)
H (6.19805, -16.75193, -23.33356)
H (5.35508, -18.22665, -20.06330)
H (6.36048, -18.24678, -21.33839)
C (5.81489, -14.61739, -19.29706)
O (6.87598, -15.50823, -19.60685)
H (4.97712, -14.62431, -19.99435)
H (5.44390, -14.88611, -18.30798)
H (6.16426, -13.59677, -19.14095)
H (6.39282, -16.22159, -20.03024)

Forces on atoms 1 to 2 (eV/Å):
-0.7 0.5 0.5
1.3 -0.4 -0.3

Here are the Mulliken charges for atoms 1 to 6, given in e: atom 1 (C): -0.333, atom 2 (O): -0.444, atom 3 (C): -0.831, atom 4 (C): 0.930, atom 5 (C): -1.582, atom 6 (N): -0.821

---

3.
A 9-piece molecular cluster, C21H60BrN4O8S8 overall in a non-equilibrium geometry, computed with wB97M-V/def2-TZVPD.

Calculated values
HOMO-LUMO gap = 6.4 eV
E = -7416.07926 Ha
total charge = +1

Element x y z (Å)
N (2.87090, 0.12514, -1.56044)
C (2.96353, 1.43187, -0.84834)
C (4.43771, 1.82552, -0.36249)
N (5.50069, 1.64412, -1.39450)
C (5.47871, 2.11262, -2.64171)
N (6.61740, 1.89749, -3.55758)
C (5.91212, 1.81097, -4.89061)
C (4.90248, 3.04644, -4.66493)
Br (3.41784, 3.24336, -5.97724)
N (4.39265, 2.86313, -3.25832)
H (2.75028, 0.36890, -2.56111)
H (3.75100, -0.39625, -1.40166)
H (2.53768, 2.28747, -1.46830)
H (2.31739, 1.35059, 0.10394)
H (4.45684, 2.89537, 0.05971)
H (4.71083, 1.13322, 0.51759)
H (6.34706, 1.10756, -1.12280)
H (7.19812, 1.09166, -3.28604)
H (5.26698, 0.87710, -4.74839)
H (6.56588, 1.81964, -5.81966)
H (5.52858, 4.01395, -4.64901)
H (4.07238, 3.71566, -2.77846)
C (-0.42188, 2.05771, -2.59428)
S (-0.97626, 2.60117, -0.96231)
O (-0.05806, 1.98863, 0.04984)
C (-2.50633, 1.64527, -0.95600)
H (0.55107, 2.50854, -2.79717)
H (-0.32833, 0.97006, -2.61302)
H (-1.13691, 2.38716, -3.35011)
H (-2.28300, 0.58401, -1.07737)
H (-3.15292, 1.98886, -1.76534)
H (-3.00954, 1.80174, -0.00178)
C (-4.68571, -1.96231, 1.29393)
S (-5.67266, -0.45655, 1.17272)
O (-4.74399, 0.65652, 0.78905)
C (-6.00151, -0.29857, 2.94133)
H (-4.33559, -2.22704, 0.29500)
H (-3.82658, -1.79243, 1.94631)
H (-5.30496, -2.77005, 1.68632)
H (-5.06075, -0.23172, 3.49062)
H (-6.57660, -1.15646, 3.28505)
H (-6.58104, 0.61201, 3.10235)
C (-9.73057, -2.29430, 3.32243)
S (-8.89358, -3.49048, 2.26340)
O (-7.53477, -2.94137, 1.95561)
C (-9.92867, -3.21444, 0.80981)
H (-9.22000, -2.26832, 4.28504)
H (-9.69371, -1.30306, 2.86744)
H (-10.76723, -2.60246, 3.47072)
H (-9.87926, -2.16569, 0.51132)
H (-10.95866, -3.49253, 1.03924)
H (-9.55769, -3.84065, -0.00269)
C (7.23887, -2.94981, -1.63879)
S (5.66412, -2.93921, -0.75601)
O (4.97398, -1.64806, -1.08076)
C (6.37575, -2.77103, 0.89316)
H (7.03451, -3.01019, -2.70876)
H (7.79169, -2.03258, -1.42536)
H (7.82179, -3.81991, -1.33285)
H (6.98720, -1.86542, 0.95050)
H (6.98542, -3.64812, 1.11656)
H (5.55968, -2.70554, 1.61420)
C (-3.92959, -3.48501, 4.58128)
S (-5.50893, -3.44872, 5.45481)
O (-6.17934, -2.15296, 5.11923)
C (-4.80342, -3.27893, 7.10851)
H (-4.12918, -3.54953, 3.51182)
H (-3.36609, -2.57362, 4.79095)
H (-3.35958, -4.36097, 4.89607)
H (-4.18592, -2.38009, 7.15983)
H (-4.20421, -4.16098, 7.34078)
H (-5.62139, -3.19869, 7.82580)
C (11.12664, -0.37067, 1.21471)
S (9.51707, 0.44595, 1.20432)
O (8.48315, -0.59881, 1.49164)
C (9.48570, 0.76889, -0.57332)
H (11.34017, -0.69717, 2.23304)
H (11.10932, -1.23781, 0.55189)
H (11.89499, 0.33434, 0.89261)
H (9.57219, -0.16959, -1.12481)
H (10.30736, 1.43685, -0.83666)
H (8.53786, 1.24936, -0.81974)
C (-7.21897, 0.21541, 7.41786)
S (-8.67051, -0.75568, 6.96209)
O (-9.12401, -0.27996, 5.61845)
C (-9.77476, -0.02962, 8.19311)
H (-6.40367, -0.04899, 6.74292)
H (-7.43836, 1.28062, 7.32319)
H (-6.93054, -0.01990, 8.44419)
H (-9.83380, 1.05082, 8.04981)
H (-9.40342, -0.25690, 9.19395)
H (-10.76618, -0.46667, 8.06770)
C (3.40648, 4.48688, -10.12803)
S (2.82283, 2.86356, -10.66399)
O (2.56522, 2.94344, -12.13356)
C (1.22406, 2.95489, -9.82825)
H (4.38779, 4.66339, -10.57004)
H (2.71372, 5.26131, -10.46245)
H (3.49205, 4.50280, -9.03973)
H (0.66815, 3.82524, -10.18148)
H (1.38005, 3.02018, -8.74971)
H (0.66269, 2.04846, -10.05783)

Forces on atoms 1 to 2 (eV/Å):
0.6 1.8 -0.4
-0.4 0.2 0.9

Here are the Mulliken charges for atoms 1 to 6, given in e: atom 1 (N): -0.494, atom 2 (C): -0.122, atom 3 (C): -0.843, atom 4 (N): 0.190, atom 5 (C): 0.330, atom 6 (N): -0.358

---

Going through the records in order, we get LUMO level values of -0.013; 0.016; -0.105 Eh.